Entry from the Open Molecules 2025 dataset: one molecule with the formula C2H2O2S2 (ωB97M-V/def2-TZVPD).

Computed properties:
* calculated total energy: -27870.275 eV
* energy relative to the best compared isomer or geometry (same formula, charge and spin): 30.7 kcal/mol
* SMILES string: OC(=S)C(O)=S
* HOMO level: -8.8786 eV
* Kohn-Sham gap: 7.210 eV

```
8
C2H2O2S2, DFT ωB97M-V/def2-TZVPD
O -0.940 -1.164 -0.747
C 0.107 -0.427 -0.434
S 1.640 -0.759 -0.693
C -0.362 0.724 0.401
O 0.585 1.460 0.886
S -1.915 1.382 0.639
H -0.549 -2.203 -0.875
H 1.435 0.988 0.823
```

Löwdin atomic charge list, values in e, 5 entries:
1. O -0.044
2. C -0.924
3. S 0.845
4. C -0.834
5. O -0.039